13
Properties=species:S:1:pos:R:3:forces:R:3 method="wB97M-V/def2-TZVPD" max_force_ev_per_a=6.1 relative_energy_kcal_mol=26.8 charge=+1 gap_ha=0.33773 total_energy_ev=-25140.578 homo_ha=-0.5712 molar_mass_g_mol=153.54
C -1.364 -0.790 0.215 -2.6 1.2 -0.5
C -0.776 1.495 0.114 1.6 -1.4 -1.6
C -0.108 -1.330 0.475 5.9 1.2 -1.0
C 1.166 -0.068 -0.287 -2.6 0.1 2.4
N -1.606 0.487 0.244 -0.9 -0.7 0.8
N 0.395 1.262 -0.513 1.8 -1.8 0.2
F -1.114 2.699 0.403 -0.1 -0.4 -0.1
F 1.593 -0.529 -1.433 -0.4 0.0 -0.7
Cl 2.623 0.130 0.760 -1.5 0.1 -0.5
H -2.182 -1.503 -0.063 0.4 1.0 0.1
H 0.259 -1.415 1.506 -0.3 0.2 -0.2
H 0.256 -2.179 -0.121 -0.9 -0.2 0.4
H 0.857 1.742 -1.299 -0.7 0.8 0.8

---

10
Properties=species:S:1:pos:R:3:forces:R:3 method="wB97M-V/def2-TZVPD" max_force_ev_per_a=0.8 relative_energy_kcal_mol=100.6 charge=0 gap_ha=0.31430 total_energy_ev=-9673.090 homo_ha=-0.3211 molar_mass_g_mol=97.08
N 2.780 0.030 0.339 -0.7 -0.2 -0.1
C 1.611 -0.290 0.219 0.5 0.1 0.0
N -0.310 1.568 -0.648 -0.2 -0.5 0.1
N -0.601 0.463 -0.215 0.2 0.5 -0.1
O -2.427 -0.570 0.861 0.3 0.3 -0.5
C -2.034 0.170 0.012 -0.4 -0.3 0.3
C 0.327 -0.582 0.196 0.2 -0.1 0.0
H 3.356 -0.020 -0.501 0.0 0.0 0.0
H -2.632 0.797 -0.667 0.1 0.0 0.1
H -0.070 -1.566 0.405 0.1 0.2 0.0

---

18
Properties=species:S:1:pos:R:3:forces:R:3 method="wB97M-V/def2-TZVPD" max_force_ev_per_a=5.6 relative_energy_kcal_mol=141.9 charge=+2 gap_ha=0.35342 total_energy_ev=-10247.188 homo_ha=-0.7212 molar_mass_g_mol=114.15
C -0.560 0.987 0.069 -3.8 1.9 -0.1
C -0.940 -1.415 -0.178 2.8 -0.7 -0.9
C 1.019 -0.166 -1.189 -0.8 0.9 -1.7
C 0.763 -0.398 1.354 1.7 -2.6 4.7
N -2.285 0.327 -0.287 0.1 4.8 0.3
N -2.079 -0.781 -0.412 -1.9 -2.9 -0.7
N -0.407 2.270 0.176 2.0 -1.7 -0.9
N 0.138 -0.200 0.073 0.9 1.0 -1.5
H -0.949 -2.098 0.620 -0.3 -0.4 1.7
H -0.486 -2.005 -0.960 -0.4 0.1 -0.9
H 1.325 -1.136 -1.453 0.9 -1.4 0.4
H 0.418 0.094 -2.104 -0.1 0.1 1.1
H 1.830 0.552 -1.181 0.2 0.0 0.8
H 0.741 -1.496 1.683 -0.7 1.3 -0.7
H 1.864 -0.375 1.371 -0.3 1.3 -0.4
H 0.261 0.137 2.261 0.9 -0.5 -2.0
H -1.168 2.937 0.020 -0.6 -0.5 0.2
H 0.514 2.767 0.137 -0.5 -0.6 0.5

---

85
Properties=species:S:1:pos:R:3:forces:R:3 method="wB97M-V/def2-TZVPD" max_force_ev_per_a=2.1 charge=-1 gap_ha=0.19155 total_energy_ev=-92466.554 homo_ha=-0.1340 molar_mass_g_mol=850.31
C -7.205 -3.068 0.749 0.3 -0.2 -0.1
C -6.671 -2.774 -0.687 -0.6 -0.4 0.2
C -7.395 -1.618 -1.429 0.7 0.0 -0.8
O -6.439 -0.836 -2.144 -0.8 0.0 0.2
C -7.066 0.425 -2.536 0.5 0.6 0.4
In -6.463 1.973 -0.955 0.3 0.2 -0.7
C -4.241 1.751 -0.641 0.9 0.3 -0.6
C -3.520 3.147 -0.507 -1.2 -1.6 0.4
O -4.203 3.884 0.523 0.8 0.6 -0.6
P -7.831 1.450 1.132 0.7 0.6 0.3
N -7.323 2.155 2.499 0.0 -0.5 -0.1
H -6.447 -3.704 1.255 -0.6 0.2 -0.1
H -7.345 -2.171 1.378 0.2 -0.2 -0.4
H -8.175 -3.609 0.730 0.5 0.3 0.0
H -5.574 -2.626 -0.629 -0.7 0.3 -0.2
H -6.835 -3.698 -1.286 0.3 0.5 0.3
H -7.987 -0.947 -0.775 0.3 -0.4 0.1
H -8.087 -2.024 -2.208 0.1 0.1 0.7
H -6.607 0.749 -3.491 -0.4 -0.4 0.3
H -8.166 0.315 -2.648 0.6 -0.1 -0.2
H -6.898 3.651 -1.453 0.1 -0.4 0.1
H -3.978 1.087 0.214 -0.1 0.4 -0.3
H -3.794 1.270 -1.545 -0.7 0.2 0.9
H -2.449 3.014 -0.245 -0.4 0.3 -0.2
H -3.622 3.662 -1.483 0.1 0.1 0.7
H -4.261 3.287 1.271 -0.3 -0.1 0.2
H -9.206 1.780 0.805 0.2 -0.6 0.2
H -7.812 0.032 1.317 -0.6 0.2 -0.3
H -7.108 1.385 3.134 -0.1 0.4 0.2
C 1.418 2.593 -5.170 -0.1 0.1 -0.2
C -0.084 2.755 -5.264 0.4 0.5 -0.5
O -0.736 1.600 -4.721 -0.4 -0.3 0.2
C -0.856 1.601 -3.393 0.3 0.6 -0.7
O -0.468 2.470 -2.677 0.0 0.0 0.6
C -1.590 0.352 -2.921 -0.7 -1.0 0.4
F -1.156 -0.755 -3.536 0.4 0.0 -0.3
F -2.898 0.435 -3.156 0.1 0.2 -0.5
F -1.431 0.153 -1.617 0.3 0.3 0.2
H 1.736 1.667 -5.651 0.0 0.1 -0.1
H 1.927 3.433 -5.647 -0.1 0.0 0.0
H 1.727 2.545 -4.140 -0.1 0.3 0.1
H -0.393 2.827 -6.306 -0.2 -0.3 0.1
H -0.423 3.663 -4.763 0.0 -0.2 0.2
C 0.665 -1.382 0.662 0.2 -0.1 0.3
C -0.464 -0.515 1.179 0.1 0.0 -0.8
O -0.786 -0.858 2.539 -0.1 0.0 0.6
C -0.019 -0.304 3.472 -0.3 -0.1 -1.3
O 0.895 0.433 3.263 0.4 0.2 0.5
C -0.504 -0.716 4.859 -0.3 -0.3 0.9
F -0.787 -2.020 4.926 0.1 -0.2 -0.2
F -1.612 -0.056 5.199 -0.2 0.3 -0.2
F 0.406 -0.466 5.798 0.3 0.2 -0.1
H 0.419 -2.439 0.779 -0.1 0.0 -0.1
H 0.853 -1.176 -0.391 -0.1 0.1 0.0
H 1.585 -1.202 1.221 0.0 0.1 -0.1
H -1.364 -0.692 0.595 -0.1 -0.1 0.3
H -0.228 0.546 1.093 0.0 -0.1 0.2
C 4.623 0.082 1.396 -0.1 -0.2 -0.3
C 4.652 1.510 0.891 0.0 -0.1 0.8
O 4.790 1.545 -0.539 0.0 0.2 -0.5
C 3.660 1.392 -1.226 0.4 0.1 1.1
O 2.583 1.232 -0.744 -0.5 -0.1 -0.4
C 3.932 1.497 -2.723 0.2 -0.1 -1.0
F 5.016 0.810 -3.093 0.2 -0.2 0.2
F 4.133 2.765 -3.097 0.0 0.3 0.3
F 2.911 1.032 -3.438 0.1 -0.4 0.5
H 5.502 -0.464 1.050 0.1 0.1 0.1
H 4.600 0.061 2.485 0.0 0.0 0.0
H 3.747 -0.448 1.020 0.0 0.1 0.1
H 5.521 2.029 1.296 0.1 0.0 -0.3
H 3.768 2.065 1.207 -0.1 -0.1 -0.2
C 9.587 -2.919 4.793 -0.3 -0.1 -0.1
C 10.203 -2.272 3.569 0.3 0.1 0.7
O 9.674 -2.850 2.366 -0.1 -0.1 -0.5
C 8.505 -2.359 1.955 0.8 0.1 0.7
O 7.892 -1.501 2.509 -0.5 0.2 -0.2
C 8.086 -3.024 0.648 -0.4 -0.5 -0.9
F 8.273 -4.345 0.677 0.1 -0.2 0.3
F 8.794 -2.549 -0.381 0.3 0.3 0.0
F 6.804 -2.815 0.375 -0.2 0.3 0.3
H 9.718 -4.002 4.759 0.1 0.0 0.0
H 10.050 -2.535 5.703 0.0 0.0 0.0
H 8.515 -2.725 4.841 0.1 0.1 0.0
H 11.276 -2.458 3.551 -0.1 -0.1 -0.2
H 10.061 -1.191 3.572 -0.2 -0.1 -0.1

---

41
Properties=species:S:1:pos:R:3:forces:R:3 method="wB97M-V/def2-TZVPD" max_force_ev_per_a=6.4 relative_energy_kcal_mol=87.8 charge=-1 gap_ha=0.12639 total_energy_ev=-28047.672 homo_ha=-0.0671 molar_mass_g_mol=352.15
Ag -24.996 5.560 -2.964 0.3 -0.2 0.8
C -22.931 3.959 0.126 2.8 1.6 2.8
O -22.123 3.993 1.115 0.8 -1.0 0.9
O -23.798 4.816 0.304 -4.6 3.5 0.3
O -22.813 3.405 -0.909 0.8 -4.0 -5.0
C -22.814 -0.349 -4.711 1.8 -1.0 -2.2
C -23.887 0.551 -5.215 -0.5 -1.4 -0.4
O -24.593 0.950 -4.107 -1.1 1.3 0.5
H -22.266 -0.023 -3.827 -0.2 0.0 -0.1
H -22.149 -0.365 -5.575 1.1 0.1 0.1
H -23.048 -1.414 -4.718 -0.6 0.1 0.9
H -24.538 -0.024 -5.874 -0.4 -0.2 0.1
H -23.523 1.315 -5.902 0.3 0.7 0.5
H -23.902 1.304 -3.543 -0.4 0.4 0.7
C -30.553 7.037 -0.688 -0.5 -0.4 -1.3
C -29.147 6.456 -0.757 0.6 0.6 1.4
O -28.804 5.809 -1.990 -0.8 0.8 0.7
H -30.854 7.742 0.088 0.7 -0.2 0.4
H -31.321 6.264 -0.701 -0.1 -0.1 -0.1
H -30.627 7.595 -1.621 -0.4 0.1 -0.2
H -28.916 5.781 0.067 -0.2 -0.2 0.1
H -28.516 7.321 -0.556 0.6 -0.2 -0.6
H -29.454 5.104 -2.023 0.1 -0.4 -0.4
C -24.764 6.719 -8.099 1.2 -0.6 0.6
C -23.355 6.378 -7.551 0.0 -1.1 -0.7
O -23.243 6.100 -6.191 -0.7 0.8 1.7
H -24.557 6.935 -9.147 -0.4 0.0 -0.1
H -25.334 7.532 -7.648 0.3 0.0 0.2
H -25.288 5.767 -8.008 -0.5 0.3 -0.1
H -22.562 7.054 -7.872 -0.1 0.3 -0.2
H -23.169 5.378 -7.942 0.3 0.2 -1.3
H -22.459 5.567 -6.043 0.0 0.0 0.1
C -25.632 11.846 -3.675 0.3 -1.1 -0.2
C -24.943 10.471 -3.831 0.5 -0.6 -0.4
O -25.259 9.534 -2.815 -1.2 0.2 0.4
H -25.339 12.131 -2.664 -0.4 0.7 -0.1
H -26.712 11.780 -3.809 -0.1 -0.4 0.6
H -25.385 12.595 -4.427 0.8 -0.1 0.2
H -23.858 10.466 -3.725 0.3 1.1 -0.7
H -25.169 9.940 -4.756 -0.1 0.3 -0.2
H -25.263 10.043 -2.001 0.0 -0.3 0.4

---

54
Properties=species:S:1:pos:R:3:forces:R:3 method="wB97M-V/def2-TZVPD" max_force_ev_per_a=1.5 relative_energy_kcal_mol=26.9 charge=-2 gap_ha="0.24501 / 0.23397" total_energy_ev=-116778.711 homo_ha="-0.0906 / -0.0794" multiplicity=2 molar_mass_g_mol=620.91
Co 0.392 -0.533 0.253 0.0 0.3 1.1
S 2.802 1.556 3.303 -0.2 0.0 0.0
C 3.812 0.334 2.640 0.1 -0.1 0.0
C 3.178 -0.397 1.681 0.0 0.0 -0.2
C 1.820 0.008 1.429 0.2 -0.1 -0.1
C 1.505 1.054 2.249 -0.1 0.2 0.2
C 0.148 1.568 2.262 0.2 0.0 0.1
C -0.373 2.492 3.169 0.0 0.1 0.0
C -1.719 2.807 3.115 0.2 0.1 0.2
C -2.520 2.194 2.172 -0.1 -0.1 -0.2
C -1.925 1.300 1.298 -0.1 -0.1 -0.2
N -0.630 1.007 1.319 -0.2 -0.2 0.0
H 4.829 0.230 3.007 -0.2 0.0 -0.1
H 3.661 -1.207 1.143 -0.1 0.1 0.1
H 0.282 2.931 3.913 0.0 0.0 0.0
H -2.144 3.518 3.815 0.0 0.0 0.0
H -3.579 2.407 2.097 0.1 0.0 0.0
H -2.503 0.784 0.537 0.1 0.0 0.0
O -2.101 -3.086 2.400 0.4 0.2 -0.3
C -1.407 -2.584 1.493 -0.5 -0.2 0.1
O -0.392 -1.848 1.627 0.0 0.0 0.2
C -1.823 -2.945 0.060 0.1 0.2 -0.2
C -2.384 -4.162 -0.130 -0.2 -0.5 -0.3
C -2.784 -4.588 -1.419 0.0 -0.3 0.3
C -2.649 -3.765 -2.501 -0.1 -0.1 -0.3
C -2.126 -2.501 -2.343 0.2 0.4 0.0
C -1.649 -2.020 -1.054 -0.5 -1.0 -0.1
O -1.171 -0.892 -0.889 0.4 1.1 -0.3
N -2.081 -1.680 -3.559 -0.6 -1.2 0.6
O -2.433 -2.192 -4.617 0.1 -0.2 -0.2
O -1.769 -0.523 -3.477 0.4 0.7 0.1
N -3.363 -5.906 -1.611 0.3 0.8 0.1
O -3.695 -6.251 -2.731 -0.2 -0.1 -0.7
O -3.499 -6.623 -0.642 -0.1 -0.4 0.7
H -2.531 -4.804 0.726 0.0 0.0 0.0
H -2.963 -4.092 -3.477 0.0 0.0 -0.1
Cl 1.828 -0.907 -1.377 0.4 -0.7 -0.5
C -1.516 2.317 -3.361 0.1 0.0 -0.2
S -1.062 2.243 -1.620 -0.2 0.4 0.1
O -1.545 3.531 -1.006 0.1 -0.2 -0.1
C 0.707 2.442 -1.835 0.0 0.1 0.0
C 1.327 3.372 -1.015 0.1 0.0 0.0
C 2.703 3.546 -1.108 0.0 0.0 0.0
C 3.440 2.788 -2.009 -0.1 0.0 0.0
C 2.808 1.840 -2.805 0.1 0.2 0.0
C 1.437 1.654 -2.715 -0.1 0.1 -0.1
H -0.893 3.042 -3.887 -0.1 0.1 0.1
H -2.564 2.622 -3.359 0.1 -0.1 0.0
H -1.421 1.314 -3.786 0.0 0.6 0.0
H 0.723 3.944 -0.320 0.0 0.0 0.0
H 3.199 4.263 -0.464 0.0 0.0 0.0
H 4.515 2.918 -2.076 0.0 0.0 0.0
H 3.389 1.213 -3.472 0.0 0.0 0.1
H 0.950 0.871 -3.288 0.1 0.2 0.0